26
Properties=species:S:1:pos:R:3:forces:R:3 method="wB97M-V/def2-TZVPD" homo_ev=-7.95 e_above_lowest_ev=1.273 total_charge=0 smiles=CC1(C)N[C@]1(C)N.CN lumo_energy_ev=0.9480 orbital_gap_ev=8.9 molar_mass_g_mol=131.22 spin_multiplicity=1
C 1.072489 -0.444849 2.534936 -0.117 -0.005 -0.267
C 0.594007 -0.360505 1.093172 0.806 0.208 0.227
C 1.028441 -1.579355 0.291109 -0.264 0.365 0.114
N -0.741544 0.190226 0.906968 0.354 0.599 0.636
C 0.540706 0.974527 0.424964 -1.145 -1.244 0.413
C 0.833403 2.226908 1.216182 -0.293 -0.284 0.117
N 0.863594 1.099974 -0.932554 0.514 -0.138 -0.642
H 0.605297 0.323580 3.142545 -0.002 0.054 0.044
H 2.156074 -0.335894 2.590012 0.069 -0.036 0.034
H 0.799998 -1.415079 2.948688 0.003 -0.076 0.098
H 0.660878 -1.550423 -0.731872 0.017 -0.015 -0.105
H 0.632447 -2.478283 0.765130 0.016 -0.075 0.009
H 2.115928 -1.648588 0.266152 0.018 -0.032 -0.009
H -1.284928 -0.394822 0.281991 0.421 0.356 -0.521
H 0.155416 2.278097 2.064046 0.056 0.094 0.053
H 0.685913 3.111570 0.597899 -0.011 0.058 -0.012
H 1.863046 2.220912 1.579563 -0.029 0.025 -0.075
H 0.553769 1.986929 -1.313296 -0.054 -0.141 0.074
H 0.466217 0.361538 -1.511905 0.057 0.426 0.250
C -1.952357 -1.213875 -2.437589 -0.203 -0.144 0.069
N -1.602316 0.161337 -2.105427 -0.425 0.118 -0.059
H -3.027177 -1.382767 -2.573878 0.053 -0.069 -0.022
H -1.609144 -1.875622 -1.635370 -0.018 0.015 -0.147
H -1.441164 -1.499766 -3.357776 -0.004 -0.059 0.069
H -1.892203 0.782995 -2.854132 -0.017 -0.022 0.159
H -2.076795 0.461238 -1.249558 0.198 0.019 -0.508

28
Properties=species:S:1:pos:R:3:forces:R:3 method="wB97M-V/def2-TZVPD" homo_ev=-13.29 e_above_lowest_ev=2.551 total_charge=+1 lumo_energy_ev=-2.7896 orbital_gap_ev=10.5 molar_mass_g_mol=161.23 spin_multiplicity=1
C -1.483065 -2.141157 0.239610 1.863 -0.659 3.930
C -1.360309 -2.241993 -1.206887 -0.319 -4.357 -1.660
C -1.980858 -0.017449 1.403403 0.017 2.287 2.427
N -1.124195 -0.803683 0.862266 1.709 0.613 -4.320
N -3.112293 -0.553428 2.084490 -0.422 -0.237 -4.733
N -1.621115 1.315548 1.499820 -3.136 -1.865 1.528
H -2.488607 -2.437439 0.622124 1.040 0.321 -0.156
H -0.654479 -2.758897 0.749214 -1.704 0.199 -0.810
H -1.346342 -1.443095 -1.801564 -0.220 4.102 -1.676
H -2.265006 -2.785632 -1.588290 0.835 0.202 0.282
H -0.333327 -0.226457 0.283993 -1.988 -1.736 1.771
H -3.200641 -0.288808 2.991408 0.109 1.021 3.427
H -3.980923 -0.227283 1.604105 0.878 -0.483 0.421
H -1.163502 1.634533 0.677532 0.808 1.121 -0.374
H -2.312706 1.883657 2.045622 1.258 -0.442 -1.208
H -0.482603 -2.789346 -1.658878 -0.685 0.123 1.205
C 2.575351 1.065471 -1.388609 0.909 -0.699 -1.508
C 2.860223 -0.352792 -0.907911 -0.043 -2.527 -0.725
C 1.591494 1.791687 -0.530013 3.047 3.303 1.460
O 0.432969 1.556547 -0.368351 -2.175 -1.097 -0.613
N 2.181159 2.900430 0.168622 -2.789 -0.781 -1.694
H 3.542579 1.576736 -1.543486 -0.593 0.243 0.749
H 2.207867 1.051862 -2.438393 -0.290 -0.104 0.671
H 3.742690 -0.881157 -1.555277 -1.669 1.601 2.155
H 2.001536 -1.053876 -1.238219 0.968 1.105 1.006
H 1.747057 3.825992 0.235633 0.090 -1.025 0.351
H 3.073267 2.746726 0.502600 2.193 0.274 0.320
H 2.953780 -0.346696 0.255437 0.309 -0.503 -2.225

25
Properties=species:S:1:pos:R:3:forces:R:3 method="wB97M-V/def2-TZVPD" homo_ev=-9.24 e_above_lowest_ev=1.844 total_charge=0 smiles=CCCCCCN.O lumo_energy_ev=0.9395 orbital_gap_ev=10.2 molar_mass_g_mol=119.21 spin_multiplicity=1
C 2.926469 -1.867951 -1.264744 2.023 -2.299 1.213
C 1.771605 -1.586856 -0.282807 -1.322 0.002 -3.009
C 0.587181 -1.622350 -1.372145 0.212 0.200 1.420
C -0.641486 -0.903226 -0.906876 -1.708 -0.412 0.332
C -0.439409 0.594056 -0.636951 -1.219 -0.774 0.365
C -1.473426 1.322842 0.234099 1.471 1.183 -2.442
N -1.084564 1.288912 1.601544 -3.754 1.375 0.520
H 2.971628 -2.915818 -1.684593 -0.616 0.621 0.776
H 3.841709 -1.856337 -0.630883 0.072 0.489 -1.049
H 2.974182 -1.323204 -2.224632 -0.013 0.646 1.103
H 1.884158 -0.547590 0.053689 0.000 -0.498 0.332
H 1.593364 -2.307866 0.588534 0.484 0.947 -1.438
H 0.412844 -2.686496 -1.583210 -0.209 0.325 -0.105
H 0.842564 -1.116724 -2.310151 0.701 -0.276 0.166
H -1.435649 -0.969043 -1.714606 0.597 -0.170 1.048
H -0.989520 -1.437660 -0.014679 -0.362 0.192 0.029
H -0.615120 0.993430 -1.572263 0.338 1.253 -2.242
H 0.544006 0.812570 -0.328227 1.192 0.420 0.388
H -1.576913 2.410073 -0.202385 0.371 -1.631 1.032
H -2.396051 0.865759 -0.096429 -0.734 -0.285 0.966
H -1.841695 0.946897 2.166337 0.109 -0.027 0.456
H -0.252885 0.905654 1.880798 2.327 -1.224 0.148
O -2.597136 3.969433 3.588732 0.849 2.516 -0.856
H -2.071098 3.852292 2.780053 -0.412 -0.633 0.617
H -2.934753 3.179202 3.931807 -0.397 -1.941 0.231

25
Properties=species:S:1:pos:R:3:forces:R:3 method="wB97M-V/def2-TZVPD" homo_ev="-14.74 / -14.74" e_above_lowest_ev=2.096 total_charge=+1 lumo_energy_ev="-2.8454 / -7.8430" orbital_gap_ev="11.9 / 6.9" s2=0.7542 molar_mass_g_mol=119.21 spin_multiplicity=2
C -0.650393 2.051679 0.552893 2.020 5.567 2.515
N 0.391292 1.166418 1.024157 -2.801 -2.270 0.637
C 0.044484 -0.178930 0.692136 2.662 -0.432 -0.982
C 1.066290 -1.267725 0.903878 3.405 0.161 0.814
C 1.871095 -1.261290 -0.432046 -1.333 -0.346 2.550
C 0.563386 -2.672981 1.272682 -0.427 1.929 1.434
C -0.682469 2.340547 -0.911733 2.265 -2.621 -0.313
H -0.296477 3.066226 1.001631 -0.574 -1.391 -0.488
H -1.620028 2.010528 1.053251 -0.019 -1.211 0.132
H 0.842976 1.188235 1.924711 0.592 1.185 0.404
H -0.845058 -0.450853 1.181605 -1.874 0.059 0.422
H 0.022292 -0.064896 -0.382750 -1.528 -0.507 -0.588
H 1.873509 -1.032701 1.718434 -1.632 0.111 -1.028
H 2.674084 -1.933989 -0.333962 0.861 -0.906 -0.690
H 1.102561 -1.404730 -1.119001 -0.715 -1.442 -1.985
H 2.158738 -0.290982 -0.658959 1.251 1.956 -0.149
H 1.343855 -3.350625 1.102798 1.349 -0.942 -0.103
H -0.219575 -3.013195 0.606293 -0.739 0.031 0.456
H 0.411428 -2.630830 2.405000 -0.665 -0.621 -1.680
H 0.363855 2.105306 -1.241945 -0.885 0.179 -0.301
H -0.789393 3.356489 -1.085280 -0.667 1.810 -0.320
H -1.372597 1.701949 -1.409106 -0.509 -0.233 -0.670
H -2.872233 0.929661 -2.997885 0.081 -1.143 0.181
H -2.543560 -0.630887 -2.588553 -0.576 1.728 -0.130
O -2.838063 0.267574 -2.278249 0.456 -0.652 -0.116

25
Properties=species:S:1:pos:R:3:forces:R:3 method="wB97M-V/def2-TZVPD" homo_ev="-15.00 / -15.03" e_above_lowest_ev=0.614 total_charge=+1 lumo_energy_ev="-2.8720 / -7.3669" orbital_gap_ev="12.1 / 7.7" s2=0.7541 molar_mass_g_mol=119.21 spin_multiplicity=2
C 0.601419 0.824706 -0.348302 0.092 0.254 0.508
C 0.557297 1.916664 -1.415785 -0.414 0.335 -0.193
C 0.988860 1.504741 -2.829556 -0.301 -0.952 0.294
C -0.694969 -0.043258 -0.374793 1.398 0.956 0.153
N -0.886042 -0.730874 0.878303 -1.977 -1.600 -1.345
C -2.160451 -0.454623 1.514860 0.086 0.640 0.758
C -0.425829 -2.095871 0.937888 1.901 0.424 1.327
H 0.682577 1.311404 0.626906 -0.196 0.017 0.090
H 1.471480 0.177792 -0.418410 0.159 -0.082 -0.221
H -0.468412 2.309140 -1.410450 0.033 -0.096 -0.256
H 1.105867 2.796262 -1.096203 0.508 -0.167 0.246
H 1.631109 2.238779 -3.303954 -0.162 0.079 -0.111
H 1.528268 0.549114 -2.813510 0.238 0.252 0.145
H 0.118823 1.272035 -3.441109 -0.004 0.374 -0.260
H -1.516921 0.637003 -0.552290 -0.306 -0.124 -0.030
H -0.556332 -0.769488 -1.166645 -0.329 -0.192 -0.177
H -2.961144 -0.621957 0.801658 -0.051 0.012 -0.559
H -2.165497 0.612481 1.759217 -0.239 -0.172 0.232
H -2.415146 -1.107826 2.353439 0.629 0.283 0.075
H -0.517838 -2.611977 -0.012201 -0.427 -0.136 0.027
H -0.766986 -2.569868 1.848304 -0.800 -0.372 -0.300
H 0.657344 -2.074283 1.164277 0.085 0.149 -0.545
H 2.118065 -1.593418 2.980845 0.300 0.244 -0.109
H 1.674423 -0.424559 2.091292 0.431 0.022 0.237
O 2.400043 -1.052116 2.226228 -0.651 -0.152 0.016

26
Properties=species:S:1:pos:R:3:forces:R:3 method="wB97M-V/def2-TZVPD" homo_ev="-6.74 / -7.03" e_above_lowest_ev=4.878 total_charge=0 lumo_energy_ev="0.1420 / 0.7664" orbital_gap_ev="6.9 / 7.8" molar_mass_g_mol=135.21 spin_multiplicity=1
C -0.853407 -1.553091 0.293371 0.547 0.539 0.395
N -0.400612 -2.640396 -0.513232 -0.060 -0.078 0.011
O -0.753667 -2.005255 1.623053 0.016 -0.062 -0.177
O -2.167191 -1.198201 -0.029810 0.090 0.030 0.018
H -2.695696 -2.018322 -0.038609 0.200 0.105 -0.020
H -1.116080 -1.315218 2.188439 -0.013 0.010 -0.035
H 0.142384 -0.341972 0.389903 -1.145 -0.493 -0.254
H -0.174643 -2.348055 -1.453009 -0.005 0.011 0.014
H 0.389304 -3.116846 -0.097767 -0.016 0.086 0.020
C -0.043646 1.778581 -0.324405 0.215 -0.415 0.368
C 1.260439 0.230788 0.788003 0.581 0.407 0.113
C -1.110429 2.046904 0.675047 -0.098 -0.023 0.066
C -0.419781 1.082568 -1.558946 -0.079 -0.484 -0.099
C 2.350520 -0.077306 -0.229577 -0.154 0.018 0.019
H 0.807549 2.447242 -0.351210 0.008 -0.009 0.032
H 1.487847 1.137602 1.345148 -0.146 0.237 -0.158
H 1.266038 -0.515332 1.592982 -0.110 -0.278 -0.081
H -0.716170 2.466292 1.601656 -0.002 -0.024 -0.021
H -1.655087 1.120429 0.894883 0.048 0.042 -0.015
H -1.859942 2.746050 0.280712 0.072 -0.010 -0.018
H -1.381015 1.418393 -1.962739 0.064 0.078 -0.003
H 0.347846 1.122105 -2.330103 -0.041 0.070 -0.017
H -0.603643 0.017370 -1.291137 0.026 0.277 -0.169
H 2.532678 0.764125 -0.900565 -0.021 0.009 0.020
H 3.296776 -0.318842 0.260794 -0.021 -0.028 -0.022
H 2.069629 -0.929609 -0.852882 0.044 -0.015 0.012

27
Properties=species:S:1:pos:R:3:forces:R:3 method="wB97M-V/def2-TZVPD" homo_ev=-8.88 e_above_lowest_ev=2.383 total_charge=0 smiles="CC(C)=O.CC(O)O.CN" lumo_energy_ev=0.9077 orbital_gap_ev=9.8 molar_mass_g_mol=151.21 spin_multiplicity=1
C -1.222062 -0.879060 -1.888178 0.569 -0.151 0.693
C -1.616372 0.404323 -1.226239 0.042 1.397 -1.870
C -3.041616 0.489746 -0.764786 0.207 0.130 0.439
O -0.910394 1.426795 -1.304235 -1.115 -1.084 0.770
H -0.228042 -0.810678 -2.319120 -0.005 0.106 -0.112
H -1.960787 -1.156355 -2.634104 -0.161 0.083 -0.107
H -1.208760 -1.659522 -1.121535 -0.105 -0.038 -0.052
H -3.282555 -0.387411 -0.168741 -0.099 -0.089 0.030
H -3.697486 0.496558 -1.636098 0.062 -0.054 -0.092
H -3.211456 1.398763 -0.193883 0.028 0.016 0.023
C 3.245078 0.108056 0.717189 -0.328 0.194 -0.246
C 2.327055 1.127950 0.042478 0.367 0.066 -0.160
O 1.653562 1.934944 1.001187 -0.086 0.057 0.131
O 1.365575 0.466364 -0.693321 -1.722 1.483 -0.759
H 3.697770 -0.524450 -0.042836 0.094 -0.026 -0.027
H 4.029752 0.605987 1.285737 0.067 0.031 -0.004
H 2.659113 -0.515544 1.389563 -0.068 -0.031 0.061
H 2.927712 1.784062 -0.620570 -0.124 -0.063 0.193
H 2.295707 2.320626 1.605164 0.034 0.008 -0.052
H 0.465734 1.093948 -0.920611 2.754 -1.537 0.225
C -0.584625 -0.522142 1.343033 2.011 0.246 -0.332
N -0.884143 -1.919374 1.060120 -0.232 -0.443 0.131
H -1.515778 0.020205 1.490929 0.095 0.335 -0.476
H -0.009182 -0.370001 2.269053 -0.167 -0.115 0.146
H 0.186190 -0.146561 0.546008 -2.165 -0.484 1.431
H -1.454495 -2.331526 1.791373 0.179 -0.039 -0.040
H -0.025494 -2.455705 0.992421 -0.133 0.003 0.057

28
Properties=species:S:1:pos:R:3:forces:R:3 method="wB97M-V/def2-TZVPD" homo_ev=-8.15 e_above_lowest_ev=1.427 total_charge=0 smiles=Cc1c[nH]c(C)c1.O.O.O.O lumo_energy_ev=0.5428 orbital_gap_ev=8.7 molar_mass_g_mol=167.21 spin_multiplicity=1
C 0.945823 -1.454138 2.513001 0.033 -0.597 0.895
C 0.252584 -0.355643 1.752965 -0.078 -1.619 0.545
C 0.691811 0.850925 1.337896 -0.727 2.658 0.953
N -0.451845 1.561590 0.889977 -0.419 -1.532 -0.016
C -1.529113 0.706818 0.857692 1.037 -0.507 0.232
C -2.670537 1.047200 -0.012824 -1.453 1.277 0.881
C -1.152800 -0.487229 1.446543 0.670 1.214 -1.041
H 2.032948 -1.385310 2.784907 -1.112 0.467 -0.322
H 0.328536 -1.643976 3.421897 0.739 0.394 -0.184
H 0.833042 -2.415481 2.017502 0.141 -0.053 -0.538
H 1.544541 1.479688 1.664676 -0.460 -1.023 -0.523
H -0.545782 2.469231 0.475031 0.756 0.107 -0.111
H -3.173196 1.965435 0.402874 0.976 0.058 -1.006
H -2.355647 1.091062 -1.069064 -0.449 0.258 0.455
H -3.564602 0.448618 0.125188 0.342 -1.096 -0.265
H -1.695743 -1.402768 1.310711 -0.234 -0.216 0.628
O 1.676843 2.588037 -0.741619 -1.457 0.926 -0.555
H 2.294402 3.058088 -0.191078 0.744 -0.600 -0.060
H 1.905134 1.718921 -1.076916 0.913 -0.083 0.322
O 1.477473 -2.407142 -1.719242 0.417 -0.246 -0.250
H 0.642962 -2.879125 -1.630407 -0.073 0.102 0.096
H 1.303327 -1.813002 -2.457112 -0.004 0.151 0.207
O 1.655124 0.650385 -2.902874 1.248 -0.803 1.678
H 0.900345 1.222234 -2.978420 -0.244 -0.048 -1.348
H 2.097565 0.181729 -3.620644 -1.022 0.874 -0.340
O -1.022995 -1.696953 -1.253870 -0.539 -0.047 0.265
H -1.870272 -1.839226 -0.816337 -0.168 -0.112 -0.378
H -0.549929 -1.259981 -0.530444 0.423 0.095 -0.219